No. 1
Molecular formula: C24H24AlBrN6O4SSbSe4
Method: DFT, the ωB97M-V functional and the def2-TZVPD basis

Computed properties:
Total energy (eV): -397806.0328
Spin multiplicity: 2
Energy relative to the best compared isomer or geometry (same formula, charge and spin) (eV): 1.6110
Strongest force on any atom (eV/A): 0.24
Total charge: -2
Orbital gap (alpha / beta) (Ha): 0.161 / 0.209

Geometry (Å):
Al1 0.24 -0.42 0.52
N1 0.00 2.91 0.98
N2 -1.33 2.94 0.57
C1 -1.78 1.96 -0.29
N3 -2.92 2.24 -0.96
N4 -1.08 0.88 -0.38
N5 -1.50 -0.18 -1.29
O1 -2.86 -0.36 -1.24
O2 -0.82 -1.24 -0.73
H1 0.06 2.95 1.99
H2 0.57 3.59 0.52
H3 -1.76 3.85 0.44
H4 -3.52 2.92 -0.51
H5 -3.40 1.41 -1.29
O3 1.05 -2.11 0.90
N6 0.28 -3.05 1.45
C2 0.39 -3.25 2.77
C3 -0.34 -4.24 3.38
C4 -1.20 -5.02 2.62
C5 -1.32 -4.77 1.27
C6 -0.57 -3.76 0.69
H6 1.07 -2.58 3.27
H7 -0.25 -4.38 4.45
H8 -1.80 -5.79 3.08
H9 -2.03 -5.27 0.63
H10 -0.65 -3.47 -0.34
O4 1.75 0.18 -0.23
S1 2.92 1.22 -0.08
C7 4.02 0.76 1.10
C8 4.56 -0.56 1.17
C9 5.32 -0.92 2.26
C10 5.58 -0.03 3.31
C11 5.03 1.28 3.24
C12 4.27 1.67 2.18
C13 3.72 0.76 -1.63
C14 2.96 0.27 -2.69
C15 3.59 0.01 -3.90
C16 4.96 0.23 -4.05
C17 5.70 0.72 -2.98
C18 5.08 0.99 -1.77
H11 4.34 -1.28 0.39
H12 5.71 -1.94 2.31
H13 6.17 -0.34 4.17
H14 5.21 1.98 4.05
H15 3.84 2.66 2.15
H16 1.90 0.10 -2.57
H17 3.01 -0.37 -4.73
H18 5.44 0.02 -4.99
H19 6.77 0.88 -3.09
H20 5.65 1.36 -0.92
Br1 0.26 2.03 6.78
C19 0.20 1.28 5.02
C20 1.34 0.70 4.49
C21 1.27 0.16 3.21
C22 0.11 0.19 2.43
C23 -1.02 0.78 3.02
C24 -0.99 1.32 4.30
H21 2.26 0.68 5.05
H22 2.18 -0.28 2.80
H23 -1.96 0.80 2.48
H24 -1.88 1.76 4.74
Se1 -5.99 -0.62 -0.67
Sb1 -3.97 -1.86 -0.24
Se2 -0.90 0.22 -3.13
Se3 -3.59 -3.93 -1.43
Se4 -3.15 -1.77 2.05

No. 2
Molecular formula: C25H36N7NaO4Si2
Method: DFT, the ωB97M-V functional and the def2-TZVPD basis

Computed properties:
Total energy (eV): -65307.0955
Energy relative to the best compared isomer or geometry (same formula, charge and spin) (eV): 0.5956
Strongest force on any atom (eV/A): 0.58
Total charge: -2
Orbital gap (Ha): 0.141

Geometry (Å):
Na1 1.66 0.95 0.24
O1 -0.93 1.59 4.27
C1 -0.28 1.36 3.24
O2 -0.35 1.90 2.11
C2 0.80 0.27 3.38
C3 0.90 -0.50 4.54
C4 1.92 -1.44 4.63
C5 2.84 -1.56 3.59
C6 2.69 -0.74 2.49
N1 1.68 0.13 2.39
C7 3.67 -0.76 1.32
O3 4.29 -1.83 1.11
O4 3.73 0.29 0.62
H1 0.18 -0.34 5.32
H2 2.01 -2.07 5.51
H3 3.65 -2.28 3.61
N2 0.04 4.31 -2.30
C8 0.02 3.58 -3.48
C9 0.87 2.54 -3.27
N3 1.39 2.59 -2.01
C10 0.87 3.65 -1.45
C11 1.17 4.06 -0.08
N4 1.82 3.30 0.75
C12 1.88 3.99 1.93
C13 1.26 5.20 1.80
N5 0.80 5.24 0.49
H4 -0.65 4.99 -2.04
H5 -0.60 3.86 -4.31
H6 1.13 1.75 -3.95
H7 2.31 3.55 2.81
H8 1.07 6.00 2.49
H9 0.29 5.99 0.07
C14 4.60 -3.42 -2.46
C15 3.34 -2.62 -2.47
C16 2.25 -2.60 -3.32
C17 1.38 -1.63 -2.78
N6 1.90 -1.10 -1.68
N7 3.10 -1.70 -1.53
C18 0.02 -1.24 -3.27
H10 4.42 -4.44 -2.78
H11 5.02 -3.44 -1.45
H12 5.36 -2.99 -3.13
H13 2.09 -3.21 -4.19
H14 3.67 -1.52 -0.70
H15 -0.38 -2.03 -3.90
H16 0.04 -0.32 -3.85
H17 -0.67 -1.09 -2.43
C19 -4.05 1.04 1.20
Si1 -3.10 0.56 -0.38
C20 -4.52 0.23 -1.63
C21 -2.29 2.18 -0.96
C22 -1.90 -0.76 -0.30
Si2 -2.07 -2.36 0.48
C23 -0.44 -3.32 0.51
C24 -3.34 -3.49 -0.40
C25 -2.68 -2.42 2.29
H18 -4.73 1.88 1.03
H19 -3.34 1.32 1.98
H20 -4.64 0.20 1.57
H21 -5.28 1.02 -1.62
H22 -5.01 -0.72 -1.39
H23 -4.12 0.14 -2.64
H24 -3.03 2.98 -1.12
H25 -1.73 2.02 -1.89
H26 -1.60 2.50 -0.17
H27 -0.89 -0.35 -0.21
H28 0.04 -3.30 -0.47
H29 -0.58 -4.36 0.81
H30 0.26 -2.86 1.22
H31 -3.00 -3.72 -1.42
H32 -4.30 -2.97 -0.49
H33 -3.50 -4.43 0.14
H34 -2.10 -1.73 2.91
H35 -2.60 -3.43 2.72
H36 -3.73 -2.11 2.36

No. 3
Molecular formula: CHNO5S2
Method: DFT, the ωB97M-V functional and the def2-TZVPD basis

Computed properties:
Total energy (eV): -34450.2784
Energy relative to the best compared isomer or geometry (same formula, charge and spin) (eV): 1.0511
Strongest force on any atom (eV/A): 5.00
Total charge: -2
Orbital gap (Ha): 0.231

Geometry (Å):
C1 0.97 -1.13 0.10
N1 0.06 -0.28 -0.20
O1 1.16 1.74 1.09
O2 -2.25 0.05 -1.31
O3 0.99 -2.38 0.11
O4 0.66 1.96 -1.34
O5 -2.02 -0.28 1.14
S1 0.11 1.61 -0.01
S2 -1.65 -0.72 -0.24
H1 1.98 -0.59 0.66

No. 4
Molecular formula: C40H41KN10O2SeSi
Method: DFT, the ωB97M-V functional and the def2-TZVPD basis

Computed properties:
Total energy (eV): -150692.2602
Energy relative to the best compared isomer or geometry (same formula, charge and spin) (eV): 0.0000
Strongest force on any atom (eV/A): 0.51
Total charge: -2
Orbital gap (Ha): 0.195

Geometry (Å):
K1 -0.03 -0.17 0.02
C1 -3.46 -3.41 -0.13
C2 -2.29 -2.65 -0.77
O1 -1.27 -2.49 -0.04
C3 -2.47 -2.26 -2.09
C4 -1.65 -1.44 -2.95
C5 -2.05 -1.44 -4.41
N1 -0.67 -0.69 -2.53
N2 -0.14 0.14 -3.53
C6 0.38 1.24 -3.04
O2 0.50 1.60 -1.83
C7 0.82 2.23 -4.10
C8 1.24 3.49 -3.70
C9 1.64 4.44 -4.64
C10 1.63 4.13 -5.99
C11 1.20 2.87 -6.40
C12 0.80 1.93 -5.46
H1 -3.08 -4.03 0.69
H2 -4.00 -4.03 -0.85
H3 -4.17 -2.70 0.30
H4 -3.38 -2.62 -2.56
H5 -2.62 -2.35 -4.64
H6 -1.17 -1.36 -5.05
H7 -2.68 -0.58 -4.64
H8 1.24 3.71 -2.64
H9 1.97 5.42 -4.31
H10 1.94 4.86 -6.72
H11 1.19 2.62 -7.45
H12 0.46 0.95 -5.76
C13 2.01 -1.40 4.91
C14 1.78 -1.32 3.60
N3 1.57 -0.03 3.02
C15 1.06 0.96 3.95
C16 1.49 0.78 5.28
N4 2.02 -0.31 5.79
C17 0.17 1.96 3.51
C18 -0.20 3.05 4.36
C19 -1.05 4.02 3.93
C20 -1.58 3.93 2.63
C21 -1.20 2.85 1.86
N5 -0.34 1.90 2.25
C22 -1.78 2.69 0.50
C23 -1.77 3.73 -0.43
N6 -2.25 3.60 -1.66
C24 -2.71 2.40 -1.98
C25 -2.74 1.35 -1.06
N7 -2.29 1.50 0.18
C26 -1.41 5.16 4.81
C27 -1.58 5.01 6.18
C28 -1.92 6.10 6.96
N8 -2.09 7.33 6.48
C29 -1.93 7.48 5.16
C30 -1.60 6.44 4.30
H13 2.17 -2.37 5.36
H14 1.78 -2.16 2.92
H15 1.36 1.60 5.98
H16 0.23 3.13 5.35
H17 -2.31 4.64 2.26
H18 -1.34 4.69 -0.16
H19 -3.06 2.25 -2.99
H20 -3.10 0.37 -1.34
H21 -1.47 4.03 6.64
H22 -2.05 5.99 8.03
H23 -2.07 8.48 4.77
H24 -1.47 6.63 3.24
C31 3.70 2.95 -0.70
Si1 4.05 1.14 -0.38
C32 5.87 0.89 0.04
C33 3.66 0.07 -1.85
C34 3.06 0.65 1.06
C35 2.38 0.34 2.02
H25 4.32 3.34 -1.52
H26 3.88 3.54 0.20
H27 2.65 3.04 -0.98
H28 6.52 1.20 -0.79
H29 6.05 -0.18 0.23
H30 6.16 1.44 0.94
H31 4.30 0.32 -2.70
H32 2.62 0.17 -2.15
H33 3.86 -0.96 -1.56
C36 0.74 -4.97 0.69
N9 0.89 -4.61 -0.70
C37 -0.15 -4.63 -1.61
C38 0.29 -4.03 -2.73
N10 1.60 -3.66 -2.50
C39 2.39 -2.88 -3.43
C40 1.97 -4.01 -1.25
Se1 3.64 -3.80 -0.47
H34 0.36 -5.99 0.77
H35 0.03 -4.27 1.15
H36 1.71 -4.89 1.17
H37 -1.13 -4.98 -1.35
H38 -0.23 -3.77 -3.63
H39 2.28 -3.31 -4.43
H40 3.43 -2.91 -3.13
H41 2.03 -1.85 -3.44

No. 5
Molecular formula: CHN3O3
Method: DFT, the ωB97M-V functional and the def2-TZVPD basis

Computed properties:
Total energy (eV): -11660.7759
Energy relative to the best compared isomer or geometry (same formula, charge and spin) (eV): 1.0579
Strongest force on any atom (eV/A): 1.78
Total charge: 0
Orbital gap (Ha): 0.365
Structure (SMILES): ON=c1onno1

Geometry (Å):
C1 0.20 -0.16 0.07
H1 0.44 2.52 1.30
N1 0.69 0.77 0.79
N2 -0.15 -2.15 -0.79
N3 -1.04 -1.42 -1.24
O1 0.05 1.97 0.60
O2 0.69 -1.42 0.06
O3 -0.87 -0.11 -0.79

No. 6
Molecular formula: C18H23N5O3S
Method: DFT, the ωB97M-V functional and the def2-TZVPD basis

Computed properties:
Total energy (eV): -43463.3133
Energy relative to the best compared isomer or geometry (same formula, charge and spin) (eV): 5.0147
Strongest force on any atom (eV/A): 5.04
Total charge: 0
Orbital gap (Ha): 0.339
Structure (SMILES): CCN(CCc1nc(C(C)(C)O)c(C)o1)C(=O)c1sccc1-n1nccn1

Geometry (Å):
O1 2.35 -1.36 -1.71
N1 1.97 1.82 -4.55
N2 3.99 0.72 -4.36
N3 -1.14 -0.30 2.33
O2 -0.08 -2.29 2.64
O3 -1.35 0.40 5.95
S1 0.19 -2.42 -4.35
C1 1.36 -0.99 -2.27
C2 2.85 2.66 -4.18
C3 4.11 1.99 -4.05
C4 -0.53 -1.34 1.84
C5 0.40 -1.81 -5.99
C6 1.36 -0.95 -6.09
C7 1.28 -1.28 -3.74
C8 1.89 -0.54 -4.74
C9 -0.41 -1.75 3.87
C10 -1.13 -0.58 3.66
N4 2.60 0.60 -4.56
N5 0.44 -0.21 -1.53
C11 -0.08 -2.52 5.15
C12 -0.53 1.93 -2.02
C13 -1.79 1.86 4.14
C14 -3.42 0.25 4.85
C15 -0.15 -1.46 0.31
C16 -0.59 0.38 -2.31
C17 0.38 -0.14 -0.09
C18 -1.90 0.40 4.61
H1 -1.86 0.95 6.53
H2 2.72 3.71 -4.06
H3 5.10 2.39 -3.63
H4 -0.18 -2.18 -6.86
H5 1.81 -0.58 -7.10
H6 0.01 -1.93 6.06
H7 -0.90 -3.26 5.28
H8 0.89 -2.97 5.00
H9 -1.58 2.34 -1.99
H10 -0.04 2.46 -2.83
H11 0.01 2.16 -1.03
H12 -0.78 2.10 4.12
H13 -2.24 1.86 3.13
H14 -2.45 2.52 4.75
H15 -4.08 0.36 3.92
H16 -3.75 0.91 5.63
H17 -3.59 -0.71 5.33
H18 0.73 -2.13 0.16
H19 -0.98 -1.74 -0.32
H20 -0.56 0.18 -3.42
H21 -1.53 0.00 -1.92
H22 -0.27 0.63 0.34
H23 1.49 -0.12 0.09